No. 1
DFT (wB97M-V/def2-TZVPD) results for a structure of composition C42H42FIN4OPRbSSe in a non-equilibrium geometry.

- Energy relative to the best compared isomer or geometry (same formula, charge and spin): 0.5239 eV
- Net charge: -2
- LUMO: 3.43 eV
- Total energy: -149189.838 eV
- Frontier orbital gap: 4.25 eV

Structure (XYZ):
```
95
Properties=species:S:1:pos:R:3:forces:R:3
Rb -1.203 -3.327 1.218 0.6 1.1 -0.1
I 2.627 -0.972 -1.454 0.1 0.3 0.2
C 3.852 0.277 -0.252 0.0 -0.2 0.0
C 5.058 -0.308 0.045 -0.5 -0.1 -0.1
C 6.075 0.413 0.680 0.3 0.0 0.1
C 5.906 1.736 0.928 0.2 0.1 0.1
C 4.693 2.386 0.617 -0.4 -0.3 -0.2
C 4.598 3.780 0.783 0.1 0.0 0.0
C 3.453 4.438 0.459 0.1 0.4 0.0
C 2.321 3.711 0.093 -0.1 -0.4 -0.2
C 2.324 2.336 -0.029 0.3 0.2 0.1
P 0.676 1.486 -0.042 -0.3 0.0 0.0
C 0.070 2.230 1.543 0.1 -0.1 0.0
C 0.324 1.451 2.671 0.0 0.0 -0.1
C 0.029 1.917 3.944 0.0 0.0 0.1
C -0.540 3.170 4.106 0.0 0.0 0.0
C -0.825 3.944 2.989 0.0 0.0 0.0
C -0.528 3.476 1.718 0.1 0.0 0.0
C -0.140 2.500 -1.327 0.2 -0.1 0.0
C 0.572 2.920 -2.453 0.0 0.0 0.1
C -0.049 3.670 -3.438 0.1 0.0 0.0
C -1.388 4.006 -3.310 -0.1 0.1 0.0
C -2.111 3.554 -2.218 0.0 -0.1 0.0
C -1.496 2.783 -1.240 -0.2 0.0 0.0
C 3.568 1.640 0.103 0.4 0.1 0.1
H 5.226 -1.342 -0.225 0.0 0.0 0.0
H 7.003 -0.083 0.933 0.0 0.0 0.0
H 6.708 2.321 1.365 0.0 0.0 0.0
H 5.465 4.320 1.146 0.0 0.0 0.0
H 3.407 5.518 0.520 -0.1 0.0 0.1
H 1.398 4.244 -0.090 -0.1 0.0 0.1
H 0.770 0.470 2.545 0.0 0.0 0.0
H 0.237 1.301 4.810 0.0 0.0 0.0
H -0.759 3.548 5.098 0.0 0.0 0.0
H -1.277 4.921 3.107 0.0 0.0 0.0
H -0.763 4.089 0.857 0.0 0.0 0.0
H 1.618 2.656 -2.552 0.0 0.1 0.0
H 0.512 3.987 -4.309 0.0 0.0 0.0
H -1.873 4.603 -4.073 0.0 0.0 0.0
H -3.167 3.768 -2.136 -0.1 0.0 0.0
H -2.075 2.382 -0.417 -0.1 -0.1 0.0
O -3.290 -4.586 2.287 -0.3 -0.4 0.3
S -3.332 -5.490 1.086 -0.4 0.0 0.0
N -2.780 -5.001 -0.178 -0.3 -0.6 -0.4
F 0.985 -4.293 2.139 0.5 -0.3 0.1
C -6.966 1.399 -3.177 0.0 0.0 0.0
C -5.678 0.717 -2.776 0.1 -0.1 0.0
C -4.835 0.200 -3.753 -0.1 0.0 -0.2
C -3.614 -0.378 -3.369 0.1 0.1 0.2
C -2.675 -0.937 -4.410 0.0 0.0 0.1
C -3.257 -0.407 -2.043 -0.1 0.1 -0.1
C -4.082 0.115 -0.985 0.2 0.2 0.2
C -5.334 0.657 -1.433 0.0 -0.1 0.0
N -3.559 0.086 0.240 0.3 0.1 -0.2
C -4.305 0.335 1.450 -0.1 -0.1 0.1
C -5.142 -0.915 1.781 0.0 0.2 0.1
C -5.225 1.583 1.489 0.1 -0.1 0.1
C -3.258 0.528 2.566 -0.3 -0.1 -0.2
H -7.126 1.337 -4.255 0.0 0.0 0.0
H -6.942 2.457 -2.898 0.0 0.0 0.0
H -7.828 0.951 -2.675 0.0 0.0 0.0
H -5.112 0.246 -4.803 0.0 0.0 0.0
H -3.069 -0.779 -5.417 0.0 0.0 0.0
H -2.522 -2.008 -4.260 0.0 0.0 0.0
H -1.699 -0.452 -4.340 0.0 0.0 -0.1
H -2.306 -0.837 -1.744 0.0 0.0 0.0
H -6.034 1.071 -0.722 0.0 0.0 -0.1
H -5.856 -1.101 0.975 0.0 0.0 0.0
H -5.691 -0.798 2.723 0.0 0.0 0.0
H -4.488 -1.785 1.856 0.0 0.0 0.0
H -6.206 1.375 1.064 0.0 0.1 0.1
H -4.768 2.411 0.941 0.0 0.0 0.0
H -5.380 1.898 2.527 0.0 0.0 0.0
H -2.543 -0.292 2.529 0.0 -0.1 0.1
H -3.747 0.554 3.546 0.1 0.0 0.0
H -2.699 1.456 2.424 0.0 0.1 -0.1
C 4.869 -5.985 -1.796 0.0 -0.1 0.0
N 4.357 -5.603 -0.508 -0.1 0.2 0.1
C 3.136 -5.964 0.028 0.3 -0.2 0.2
Se 2.094 -7.305 -0.639 -0.3 0.0 -0.2
N 2.957 -5.277 1.172 0.2 0.1 -0.4
C 4.061 -4.480 1.386 0.1 -0.1 0.0
C 4.394 -3.638 2.435 -0.1 0.0 0.0
C 5.635 -3.015 2.394 0.0 0.0 0.0
C 6.519 -3.219 1.335 0.0 0.0 -0.1
C 6.193 -4.061 0.277 0.0 0.0 0.0
C 4.958 -4.688 0.330 0.0 0.0 0.0
H 4.145 -6.655 -2.254 0.0 0.0 0.0
H 5.826 -6.505 -1.696 0.0 0.0 0.0
H 5.001 -5.100 -2.422 0.0 0.0 0.0
H 1.953 -4.972 1.633 -0.4 0.3 0.4
H 3.702 -3.488 3.253 0.0 0.0 0.0
H 5.930 -2.357 3.203 0.0 0.0 0.0
H 7.469 -2.697 1.325 0.0 0.0 0.0
H 6.871 -4.227 -0.551 0.0 0.0 0.0
```
Forces are in eV/Å.

Mulliken atomic charge list, values in e, 5 entries: 0.8888, 0.0236, -0.8591, -0.3798, -0.7594

---

No. 2
DFT (wB97M-V/def2-TZVPD) results for a cluster of 2 separate species, C4H8O2 in total.

- Energy relative to the best compared isomer or geometry (same formula, charge and spin): 3.6000 eV
- Net charge: 0
- LUMO: 0.62 eV
- Total energy: -8369.682 eV
- Frontier orbital gap: 8.84 eV

Structure (XYZ):
```
14
Properties=species:S:1:pos:R:3:forces:R:3
C -1.952 -0.523 -0.602 0.0 -0.1 0.0
C -0.478 -0.332 -0.371 0.1 -0.2 0.1
O 0.232 -1.277 -0.062 -0.2 0.4 -0.1
C 0.082 1.064 -0.511 0.0 0.0 0.0
C 2.443 0.067 1.901 -0.2 -0.2 -0.3
O 2.702 -0.557 0.786 0.1 0.1 0.2
H -2.525 0.207 -0.018 0.1 -0.1 -0.1
H -2.181 -0.338 -1.659 0.1 0.0 0.1
H -2.245 -1.539 -0.334 0.0 0.2 0.0
H 1.063 1.038 -0.993 -0.1 0.0 0.1
H -0.590 1.727 -1.061 0.1 -0.1 0.1
H 1.325 -0.057 2.062 0.3 0.1 0.0
H 0.224 1.480 0.495 0.0 -0.1 -0.1
H 1.900 -0.961 0.365 0.0 0.1 0.1
```
Forces are in eV/Å.

Mulliken atomic charge list, values in e, 5 entries: -1.2375, 1.0466, -0.6533, -1.2007, -0.2273

---

No. 3
DFT (wB97M-V/def2-TZVPD) results for a structure of composition C5H8FO4Rb in a non-equilibrium geometry.

- Energy relative to the best compared isomer or geometry (same formula, charge and spin): 3.0187 eV
- Net charge: 0
- LUMO: -1.69 eV
- Total energy: -16874.289 eV
- Frontier orbital gap: 4.61 eV

Structure (XYZ):
```
19
Properties=species:S:1:pos:R:3:forces:R:3
C 2.823 -2.366 -1.078 -0.8 0.2 0.0
O 3.214 -1.000 -0.981 0.6 2.2 -0.5
C 3.970 -3.158 -1.659 0.2 0.0 -0.1
H 2.541 -2.755 -0.088 0.2 0.1 -0.1
H 1.918 -2.473 -1.696 0.2 0.1 0.0
H 3.713 -4.225 -1.664 0.1 0.2 0.0
H 4.178 -2.843 -2.690 0.0 -0.1 0.3
H 4.881 -3.023 -1.060 -0.2 0.0 -0.2
C 1.757 -0.496 1.241 -5.6 3.0 1.0
O 1.263 -0.620 -0.006 0.6 0.5 -0.7
C 2.180 0.091 -0.874 0.7 -3.4 0.9
C 2.680 1.194 0.073 0.5 -0.3 -0.8
O 2.517 0.590 1.363 1.4 -0.4 -0.2
O 1.019 -0.831 2.166 1.9 -1.5 -0.1
F -0.792 1.555 -1.251 0.3 -0.2 0.3
H 1.771 0.329 -1.869 -0.2 0.1 0.9
H 3.735 1.448 -0.069 -0.2 -0.2 -0.1
H 2.073 2.104 0.019 -0.2 -0.4 -0.1
Rb -2.718 -0.998 3.044 0.5 0.2 -0.4
```
Forces are in eV/Å.

Mulliken atomic charge list, values in e, 5 entries: -0.0714, -0.3825, -1.2188, 0.2007, 0.3047

---

No. 4
DFT (wB97M-V/def2-TZVPD) results for an isolated molecule of C4H11FN3O2P3 in a non-equilibrium geometry.

- Energy relative to the best compared isomer or geometry (same formula, charge and spin): 1.0133 eV
- Net charge: 0
- LUMO (alpha / beta): -2.62 / -2.62 eV
- Total energy: -43473.640 eV
- Frontier orbital gap (alpha / beta): 6.24 / 6.24 eV

Structure (XYZ):
```
24
Properties=species:S:1:pos:R:3:forces:R:3
C 0.218 -3.184 1.466 -0.1 0.0 -0.3
C -1.480 3.134 -0.318 0.4 -0.1 0.0
C 0.540 -1.979 0.610 0.8 -0.5 0.7
C 0.017 3.384 -0.423 -0.2 0.4 0.3
N 1.575 -1.541 -3.223 -0.6 0.2 0.6
N 1.670 0.769 0.919 -1.3 0.0 -0.6
N 2.326 0.546 -1.770 -1.1 -0.2 0.2
O -0.643 -1.500 -0.013 -0.8 0.5 -0.4
O 0.640 2.312 -1.126 0.2 -0.2 -0.2
F 2.999 2.587 -0.452 -0.8 -0.9 0.3
P 1.231 -0.528 -2.104 1.9 0.7 -0.8
P -0.679 -0.190 -0.911 1.7 -0.1 1.3
P 1.852 1.457 -0.460 0.7 0.6 -1.0
H 1.080 -3.419 2.090 0.0 0.0 0.0
H -0.633 -2.958 2.109 0.0 0.0 0.1
H -0.024 -4.050 0.851 0.0 0.0 0.1
H -1.889 2.930 -1.306 -0.1 0.0 -0.1
H -1.677 2.280 0.326 -0.1 0.0 0.1
H -1.968 4.010 0.096 -0.1 0.1 0.1
H 1.281 -2.221 -0.169 -0.1 0.0 0.1
H 0.961 -1.147 1.202 -0.2 -0.1 -0.3
H 0.463 3.480 0.572 0.0 0.0 -0.1
H 0.215 4.300 -0.992 0.0 -0.1 0.1
H 0.859 -2.209 -3.455 -0.2 -0.3 -0.1
```
Forces are in eV/Å.

Mulliken atomic charge list, values in e, 5 entries: -1.3433, -1.1882, -0.0275, -0.1757, -0.6493

---

No. 5
DFT (wB97M-V/def2-TZVPD) results for a structure of composition C11H12BrN5O7P2Pb in a non-equilibrium geometry.

- Energy relative to the best compared isomer or geometry (same formula, charge and spin): 0.2530 eV
- Net charge: +2
- LUMO: -6.26 eV
- Total energy: -127246.184 eV
- Frontier orbital gap: 8.05 eV

Structure (XYZ):
```
39
Properties=species:S:1:pos:R:3:forces:R:3
Pb 8.858 9.754 4.575 0.1 -0.2 0.6
O 14.130 8.573 5.031 2.0 -2.0 -0.5
P 12.757 9.185 5.109 -1.6 0.3 -0.2
O 13.296 10.651 5.030 -0.6 2.6 0.7
O 11.641 8.876 4.212 -0.2 0.0 0.0
O 12.385 8.671 6.608 0.4 1.2 -0.8
P 10.980 8.295 7.163 -0.5 0.5 2.0
O 11.054 6.762 7.252 -0.5 -1.2 -0.1
O 10.976 8.615 8.688 0.5 2.9 2.0
O 9.798 8.946 6.551 -0.3 0.1 -1.2
H 14.772 9.088 4.520 0.1 -0.3 0.0
H 10.743 6.411 8.112 0.2 0.0 -0.5
N 4.971 10.995 6.762 0.5 1.0 0.4
C 5.362 12.319 6.706 -0.1 0.2 -0.3
C 6.587 12.325 6.102 -0.5 -0.3 0.0
N 6.963 11.015 5.817 0.3 1.0 0.3
C 5.979 10.278 6.277 0.2 -2.0 -0.7
C 6.052 8.815 6.109 0.2 0.8 -0.8
N 7.061 8.275 5.445 0.7 0.0 0.0
C 6.852 6.906 5.418 0.4 -0.2 -0.7
C 5.668 6.652 5.995 -1.0 1.3 1.0
N 5.144 7.889 6.411 0.5 -0.8 0.4
H 4.121 10.681 7.182 -0.4 -0.3 0.1
H 4.716 13.129 7.034 0.3 -0.3 -0.1
H 7.145 13.193 5.805 0.2 0.0 0.0
H 7.520 6.168 4.951 -0.3 0.7 0.3
H 5.115 5.803 6.268 -0.3 -1.1 -0.1
H 4.389 8.008 7.072 -0.1 -0.2 -0.2
Br 10.384 15.727 3.951 -0.2 0.4 0.0
C 11.360 14.244 4.484 0.8 -0.6 0.3
C 12.782 14.239 4.473 -1.5 -1.1 -0.2
C 13.437 13.039 4.664 -2.2 -0.8 0.7
C 12.646 11.897 4.950 -0.8 0.3 -0.1
N 11.323 11.921 5.133 0.9 0.2 -0.6
C 10.693 13.097 4.876 -0.3 -0.7 0.1
H 13.309 15.128 4.239 0.5 0.7 -0.1
H 14.474 12.961 4.702 1.6 -0.1 -0.2
H 11.018 9.564 9.109 -0.2 -2.7 -1.5
H 9.584 13.040 4.964 1.0 0.4 -0.1
```
Forces are in eV/Å.

Mulliken atomic charge list, values in e, 5 entries: 1.4645, -0.4808, 0.9461, -0.1986, -0.6305

---

No. 6
DFT (wB97M-V/def2-TZVPD) results for a cluster of 2 separate species, C5H10N2O5 in total in a non-equilibrium geometry.

- Energy relative to the best compared isomer or geometry (same formula, charge and spin): 8.5096 eV
- Net charge: 0
- LUMO (alpha / beta): -1.36 / -1.36 eV
- Total energy: -18555.553 eV
- Frontier orbital gap (alpha / beta): 8.75 / 8.75 eV

Structure (XYZ):
```
22
Properties=species:S:1:pos:R:3:forces:R:3
C -2.671 -0.379 -0.536 -0.7 -0.4 -1.5
C 1.776 -0.649 0.640 -0.4 3.8 1.6
C -1.642 -1.001 -0.090 1.3 -1.2 3.3
C 1.439 0.796 0.996 -0.6 2.0 1.6
C 0.099 1.281 0.367 3.9 -0.3 -2.0
N 0.184 1.569 -0.921 -0.2 -0.9 0.0
N -0.959 1.692 1.121 -2.1 0.5 1.4
O -0.953 2.042 -1.479 -0.3 0.5 -0.5
O 1.158 1.342 -1.689 -1.1 0.2 0.9
O -1.832 2.430 0.698 0.2 0.0 0.6
O -0.926 1.209 2.244 -0.5 0.0 0.6
O 2.378 1.774 0.621 1.2 0.5 -0.8
H -1.019 1.592 -2.329 0.3 -0.1 -0.4
H -3.128 0.229 0.160 -1.8 1.5 0.6
H -2.974 -0.678 -1.532 -0.5 0.9 -0.1
H 1.016 -1.224 0.983 -2.3 -2.2 0.3
H 2.109 -0.633 -0.306 0.3 -0.7 -3.8
H 2.611 -0.820 1.186 2.7 -0.9 2.0
H -1.182 -1.675 -0.729 1.3 -1.4 -0.8
H -1.430 -1.018 1.024 0.2 0.2 -1.6
H 1.498 1.054 2.126 -1.1 -1.3 -1.7
H 2.315 2.022 -0.322 0.2 -0.6 0.4
```
Forces are in eV/Å.

Mulliken atomic charge list, values in e, 5 entries: -0.6281, -1.6649, -0.5698, 0.2718, 0.0211

---

No. 7
DFT (wB97M-V/def2-TZVPD) results for a structure of composition C31H42BrN3P2V in a non-equilibrium geometry.

- Multiplicity: 2
- Energy relative to the best compared isomer or geometry (same formula, charge and spin): 3.6047 eV
- Net charge: +4
- LUMO (alpha / beta): -15.55 / -15.54 eV
- Total energy: -151556.256 eV
- Frontier orbital gap (alpha / beta): 3.76 / 3.77 eV

Structure (XYZ):
```
80
Properties=species:S:1:pos:R:3:forces:R:3
C 0.766 -1.551 -5.972 -0.4 -0.4 -0.2
C 1.348 -0.700 -5.000 -0.5 0.0 -0.6
C 2.128 0.362 -5.497 0.9 0.6 0.2
C 2.355 0.486 -6.874 -0.2 -0.1 0.6
N 1.834 -0.365 -7.753 0.0 -0.1 -0.2
C 1.057 -1.366 -7.332 0.1 0.1 0.6
C 1.137 -0.886 -3.584 2.0 0.1 0.2
C 1.708 -0.928 -2.379 -0.2 0.1 -1.1
C 1.695 -1.189 -0.979 0.9 0.7 0.6
C 0.702 -0.490 -0.205 0.4 -0.9 -0.4
C 0.462 -0.889 1.125 -0.3 0.4 -0.1
C 1.307 -1.795 1.811 -0.7 0.6 -2.3
C 2.414 -2.297 1.066 0.2 -0.6 0.1
C 2.545 -2.102 -0.300 -0.3 -0.3 0.4
V -0.137 -0.888 -2.145 -3.6 -1.5 0.8
P -2.723 0.542 0.818 -1.6 1.1 0.5
H 2.577 1.098 -4.824 -0.1 -0.3 -0.2
H 0.126 -2.387 -5.699 0.1 0.1 0.1
H 2.984 1.297 -7.260 -0.3 -0.3 0.1
H 0.661 -2.045 -8.100 0.1 0.3 0.4
H 3.290 -2.647 -0.880 0.1 0.2 0.3
H 0.087 0.333 -0.744 0.4 0.0 1.5
H 3.170 -2.877 1.602 -0.3 -0.1 -0.3
H -0.410 -0.464 1.634 0.3 -0.3 -0.2
C -2.836 0.346 2.661 0.6 -0.9 0.0
C -3.186 1.589 3.476 -0.1 0.3 0.1
H -1.856 -0.045 3.001 -0.4 0.1 0.1
H -3.564 -0.471 2.852 0.4 0.4 -0.2
H -3.299 1.279 4.523 0.0 0.1 -0.2
H -2.388 2.341 3.431 -0.3 -0.1 0.0
H -4.131 2.046 3.163 0.3 -0.1 0.1
C -2.456 2.327 0.488 0.9 -0.2 -0.2
C -2.207 2.585 -0.997 -0.3 0.4 0.2
H -1.589 2.650 1.083 -0.3 0.0 -0.1
H -3.318 2.910 0.826 0.1 -0.2 0.1
H -2.029 3.648 -1.158 0.1 0.0 -0.1
H -1.335 2.036 -1.367 0.2 -0.1 -0.1
H -3.061 2.306 -1.611 -0.1 0.0 0.0
C -4.503 0.325 0.336 0.3 -0.7 -0.8
C -5.490 1.323 0.937 -0.3 0.3 0.3
H -4.785 -0.705 0.617 0.1 0.3 -0.1
H -4.536 0.379 -0.767 -0.1 -0.1 0.3
H -6.464 1.191 0.443 0.3 0.0 0.1
H -5.644 1.160 2.011 0.0 0.0 -0.4
H -5.186 2.367 0.782 -0.2 -0.3 0.0
Br 0.830 -2.367 3.487 0.2 -0.1 0.2
P 2.693 1.859 1.736 0.3 -1.5 0.8
C 0.907 2.110 1.910 -0.3 0.4 -0.4
C 0.523 3.068 3.044 0.2 0.3 0.3
H 0.477 1.133 2.142 0.2 0.2 -0.1
H 0.534 2.442 0.932 0.0 0.1 0.2
H -0.517 3.387 2.933 0.2 0.0 0.0
H 0.607 2.566 4.014 0.1 0.2 -0.2
H 1.154 3.963 3.061 -0.2 -0.1 0.0
C 3.115 0.494 2.884 0.1 0.3 0.6
C 4.433 0.626 3.654 0.5 -0.1 0.2
H 3.142 -0.418 2.274 0.1 0.4 0.1
H 2.278 0.396 3.599 0.2 0.2 -0.3
H 4.510 -0.208 4.369 0.0 0.3 -0.2
H 5.310 0.559 2.996 -0.3 0.1 0.1
H 4.496 1.558 4.225 -0.1 -0.2 -0.1
C 3.420 1.459 0.115 0.4 0.5 -0.1
C 4.343 2.647 -0.264 0.1 0.0 -0.1
H 2.619 1.282 -0.608 0.1 0.3 0.0
H 4.027 0.540 0.202 -0.4 0.3 0.2
H 4.807 2.494 -1.242 -0.1 0.0 0.1
H 3.779 3.583 -0.276 0.1 0.0 -0.1
H 5.149 2.755 0.474 -0.2 -0.1 -0.2
N -4.473 -3.339 1.798 2.3 0.2 -1.8
C -3.558 -3.364 1.065 -2.2 0.2 1.4
C -2.421 -3.528 0.196 -0.3 0.4 -0.3
C -1.738 -4.742 0.278 0.2 0.2 -0.3
C -0.612 -4.885 -0.520 0.3 0.1 -0.2
C -0.202 -3.850 -1.365 -0.1 -0.1 0.2
N -0.886 -2.666 -1.481 -0.3 -1.2 0.8
C -2.007 -2.535 -0.700 0.3 0.0 -0.2
H -2.099 -5.515 0.960 0.2 0.1 -0.2
H -0.029 -5.800 -0.437 0.0 0.2 -0.3
H 0.713 -3.965 -1.947 -0.3 0.1 0.0
H -2.543 -1.580 -0.769 0.1 -0.4 0.0
```
Forces are in eV/Å.

Mulliken atomic charge list, values in e, 5 entries: -0.3774, 0.5129, -0.4456, -0.4188, -0.3950

---

> Among the records above, which one has the highest energy relative to the best compared isomer or geometry (same formula, charge and spin)?

C5H10N2O5

---

> Which formula does entry 1 have?

C42H42FIN4OPRbSSe